# 1
Density functional theory data (the ωB97M-V functional and the def2-TZVPD basis) for a molecular structure, AgH16O8.

The geometry in XYZ format:
```
25
Properties=species:S:1:pos:R:3
Ag 0.00 0.10 0.07
O -0.94 0.94 -1.87
H -1.14 1.79 -2.27
H -1.19 0.30 -2.53
O -0.18 1.04 2.13
H -0.94 0.88 2.69
H 0.47 1.44 2.70
O -2.37 0.17 0.48
H -2.88 0.55 -0.24
H -3.02 -0.09 1.13
O -0.49 -1.68 1.57
H -0.74 -2.59 1.44
H -0.64 -1.52 2.50
O 1.09 2.40 -0.06
H 1.51 2.32 -0.92
H 0.92 3.33 0.05
O 1.65 -0.21 -1.69
H 2.05 0.61 -2.00
H 2.04 -0.89 -2.25
O 2.05 -0.67 0.98
H 2.07 -1.62 0.99
H 2.79 -0.40 1.51
O -0.62 -1.75 -1.25
H -0.29 -1.95 -2.12
H -1.18 -2.50 -1.03
```

Total charge: +2
Relative energy (zero: lowest compared OMol25 entry of this formula, charge and spin), kcal per mole: 18.5
LUMO energy (alpha / beta), eV: -6.6 / -11.5
M, g mol⁻¹: 251.99
Max |F|, eV Å⁻¹: 0.98
E_HOMO (alpha / beta), eV: -18.9 / -18.8
Orbital gap (alpha / beta), eV: 12.31 / 7.37
Electronic energy, eV: -20621.151
Spin multiplicity: 2


# 2
Density functional theory data (the ωB97M-V functional and the def2-TZVPD basis) for 21 unconnected molecules or ions with the total composition C42H34Cl80IN4O4 in a non-equilibrium geometry.

The geometry in XYZ format:
```
165
Properties=species:S:1:pos:R:3
C -0.87 -6.56 -8.77
C -2.37 -6.14 -9.31
O -3.34 -7.24 -9.34
C -3.72 -7.69 -7.99
C -4.74 -6.56 -7.37
N -4.01 -5.60 -6.46
C -4.45 -4.28 -6.30
N -5.63 -3.66 -6.99
C -6.33 -2.60 -6.17
C -7.66 -3.32 -5.49
C -8.77 -2.22 -4.92
C -8.42 -1.89 -3.35
C -7.76 -0.41 -3.11
C -7.61 0.08 -1.52
C -7.01 1.56 -1.15
C -6.53 2.61 -2.33
C -6.65 2.09 -3.89
C -7.26 0.61 -4.30
O -5.55 -2.03 -5.06
C -4.11 -1.98 -5.34
C -3.67 -1.04 -6.62
C -2.76 0.27 -6.12
O -3.06 1.52 -6.56
I -1.02 0.13 -4.78
N -3.61 -3.41 -5.39
C -3.37 -4.01 -4.03
C -4.71 -4.56 -3.26
O -5.39 -5.67 -3.55
N -5.19 -3.75 -2.05
C -6.31 -4.53 -1.34
C -4.09 -3.68 -0.98
H -0.85 -6.69 -7.58
H -0.10 -5.72 -9.02
H -0.49 -7.56 -9.26
H -2.71 -5.19 -8.72
H -2.23 -5.78 -10.44
H -4.35 -8.70 -8.07
H -2.84 -7.81 -7.24
H -5.27 -5.99 -8.28
H -5.63 -7.09 -6.78
H -3.15 -5.99 -5.97
H -6.37 -4.33 -7.26
H -6.76 -1.75 -6.88
H -7.25 -4.03 -4.65
H -8.27 -3.99 -6.26
H -8.82 -1.28 -5.62
H -9.82 -2.78 -5.00
H -9.41 -2.03 -2.69
H -7.67 -2.71 -2.97
H -7.94 -0.68 -0.67
H -6.96 1.84 0.00
H -6.11 3.65 -1.98
H -6.30 2.84 -4.74
H -7.32 0.29 -5.45
H -3.60 -1.48 -4.38
H -4.59 -0.61 -7.22
H -2.96 -1.67 -7.31
H -2.75 -3.22 -3.39
H -2.63 -4.94 -4.13
H -5.91 -5.57 -0.96
H -7.26 -4.66 -2.03
H -6.70 -3.89 -0.41
H -3.16 -4.37 -1.27
H -4.45 -4.06 0.08
H -3.64 -2.58 -0.92
C -4.32 5.75 0.02
Cl -2.69 5.18 0.47
Cl -4.52 7.44 0.53
Cl -4.51 5.63 -1.75
Cl -5.55 4.74 0.82
C 0.18 3.33 2.72
Cl 1.26 2.48 3.86
Cl 0.99 3.48 1.14
Cl -1.32 2.39 2.53
Cl -0.20 4.95 3.35
C -7.02 8.77 -2.24
Cl -8.44 9.37 -3.13
Cl -5.63 8.67 -3.35
Cl -6.64 9.88 -0.90
Cl -7.36 7.15 -1.58
C 1.08 -0.61 6.42
Cl -0.34 -0.01 5.54
Cl 2.47 -0.70 5.31
Cl 1.46 0.51 7.76
Cl 0.74 -2.23 7.08
C -1.62 -4.21 2.49
Cl -1.23 -3.55 0.88
Cl -0.53 -5.58 2.84
Cl -1.40 -2.94 3.72
Cl -3.31 -4.77 2.51
C -2.82 6.88 5.95
Cl -2.64 5.10 5.99
Cl -4.52 7.29 5.64
Cl -2.31 7.56 7.52
Cl -1.80 7.55 4.66
C 4.38 5.44 4.25
Cl 3.54 4.78 2.82
Cl 3.34 5.29 5.68
Cl 5.89 4.53 4.51
Cl 4.77 7.16 3.97
C 10.08 4.13 5.06
Cl 10.58 3.15 3.66
Cl 8.91 3.22 6.04
Cl 11.51 4.52 6.05
Cl 9.33 5.64 4.48
C 14.58 2.50 3.84
Cl 16.32 2.15 4.05
Cl 14.36 4.25 3.58
Cl 13.96 1.61 2.44
Cl 13.70 2.01 5.31
C 2.88 -8.06 4.20
Cl 4.03 -6.71 4.27
Cl 3.41 -9.23 2.96
Cl 2.82 -8.87 5.79
Cl 1.26 -7.45 3.78
C -2.52 -0.82 -10.48
Cl -0.89 -1.39 -10.02
Cl -2.72 0.87 -9.97
Cl -2.71 -0.94 -12.24
Cl -3.75 -1.83 -9.67
C -0.12 10.29 9.86
Cl 0.94 9.12 9.03
Cl 0.85 11.27 10.99
Cl -0.89 11.35 8.66
Cl -1.37 9.41 10.77
C 4.98 -8.55 9.65
Cl 4.90 -10.33 9.65
Cl 3.50 -7.89 10.39
Cl 6.40 -8.02 10.58
Cl 5.12 -7.96 7.97
C 2.58 -4.04 -10.90
Cl 2.98 -5.55 -10.05
Cl 2.48 -2.70 -9.73
Cl 3.85 -3.68 -12.10
Cl 1.02 -4.22 -11.74
C 5.28 -10.33 13.76
Cl 3.74 -10.57 12.90
Cl 5.13 -10.93 15.43
Cl 6.57 -11.23 12.93
Cl 5.69 -8.59 13.79
C 14.58 7.68 5.65
Cl 15.00 6.79 7.13
Cl 12.95 7.21 5.11
Cl 14.61 9.43 5.99
Cl 15.76 7.30 4.37
C 7.08 -3.67 5.32
Cl 7.76 -3.68 3.67
Cl 6.79 -5.34 5.86
Cl 8.23 -2.88 6.43
Cl 5.54 -2.77 5.32
C 11.28 12.17 6.45
Cl 11.46 10.40 6.49
Cl 9.58 12.59 6.14
Cl 11.79 12.86 8.02
Cl 12.30 12.84 5.15
C 4.68 11.61 10.19
Cl 3.26 12.21 9.30
Cl 6.07 11.52 9.08
Cl 5.06 12.73 11.52
Cl 4.34 9.99 10.84
C 0.78 2.24 -7.94
Cl 0.96 0.46 -7.90
Cl -0.92 2.65 -8.26
Cl 1.29 2.92 -6.38
Cl 1.80 2.91 -9.24
```

Total charge: +1
LUMO energy, eV: -3.3
M, g mol⁻¹: 3621.90
Max |F|, eV Å⁻¹: 9.53
E_HOMO, eV: -10.1
Orbital gap, eV: 6.75
Electronic energy, eV: -1068120.145


# 3
Density functional theory data (the ωB97M-V functional and the def2-TZVPD basis) for C20H31BrO4Si in the gas phase in a non-equilibrium geometry.

The geometry in XYZ format:
```
57
Properties=species:S:1:pos:R:3
C 0.57 2.48 3.05
C 1.91 2.00 3.53
O 2.04 1.30 4.49
O 2.97 2.43 2.80
C 3.65 1.41 2.07
C 2.79 0.65 1.06
C 2.58 1.39 -0.27
C 2.63 0.44 -1.49
C 1.58 0.71 -2.59
C 0.58 -0.47 -2.77
Si -1.05 -0.35 -1.88
Br -0.88 0.46 0.21
C -2.30 0.71 -2.82
C -2.37 2.18 -2.43
O -3.32 2.33 -1.36
C -3.26 3.54 -0.75
C -3.15 3.46 0.73
O -3.28 4.56 -1.36
C -1.78 -2.09 -1.69
C -1.04 -2.92 -0.69
C 0.13 -3.59 -1.04
C 0.82 -4.37 -0.12
C 0.35 -4.50 1.18
C -0.82 -3.82 1.57
C -1.31 -3.95 2.99
C -1.50 -3.04 0.63
H -0.11 1.64 3.07
H 0.67 2.82 2.02
H 0.22 3.29 3.67
H 4.43 1.92 1.52
H 4.15 0.70 2.74
H 3.35 -0.26 0.83
H 1.84 0.33 1.47
H 1.66 1.97 -0.26
H 3.40 2.10 -0.37
H 2.57 -0.59 -1.15
H 3.61 0.58 -1.93
H 2.13 0.83 -3.52
H 1.07 1.65 -2.41
H 1.10 -1.39 -2.56
H 0.32 -0.51 -3.83
H -3.29 0.29 -2.62
H -2.11 0.62 -3.89
H -1.41 2.58 -2.12
H -2.70 2.76 -3.29
H -2.13 3.16 0.97
H -3.32 4.44 1.17
H -3.85 2.76 1.17
H -1.69 -2.58 -2.67
H -2.83 -1.97 -1.42
H 0.50 -3.52 -2.06
H 1.72 -4.91 -0.39
H 0.86 -5.11 1.91
H -2.31 -3.55 3.07
H -1.37 -5.01 3.23
H -0.63 -3.45 3.67
H -2.39 -2.51 0.95
```

Total charge: 0
LUMO energy, eV: 0.5
M, g mol⁻¹: 443.45
Max |F|, eV Å⁻¹: 1.00
E_HOMO, eV: -8.8
Orbital gap, eV: 9.33
Electronic energy, eV: -107355.276
SMILES string: CC(=O)OCCCCCC[Si@@](Br)(CCOC(C)=O)Cc1cccc(C)c1


# 4
Density functional theory data (the ωB97M-V functional and the def2-TZVPD basis) for a molecular structure, C29H36MoN9O2S7.

The geometry in XYZ format:
```
84
Properties=species:S:1:pos:R:3
Mo -0.04 -0.05 -0.25
N -1.18 -0.95 1.58
C -0.94 -0.77 3.04
C 0.52 -0.78 3.45
C 1.30 -2.06 3.15
C 1.41 -2.43 1.67
N 1.64 -1.25 0.80
H -2.17 -0.77 1.42
H -1.07 -1.93 1.35
H -1.49 -1.55 3.57
H -1.38 0.19 3.33
H 0.54 -0.61 4.53
H 1.02 0.07 3.01
H 0.85 -2.91 3.67
H 2.30 -1.95 3.57
H 0.53 -2.97 1.33
H 2.24 -3.13 1.54
H 2.19 -1.54 0.00
H 2.21 -0.56 1.29
S 2.49 6.92 2.14
C 2.23 5.35 1.82
S 0.70 4.57 2.11
C 1.07 3.02 1.40
C 2.35 2.89 0.83
S 2.95 1.55 0.04
S 3.34 4.33 0.96
S -0.15 1.85 1.48
O 1.24 -3.14 -1.09
S -0.16 -3.37 -1.28
O -0.75 -4.44 -0.52
N -0.94 -1.97 -1.00
C -2.35 -1.96 -1.07
C -3.20 -3.05 -1.22
C -4.59 -2.88 -1.35
C -5.17 -1.65 -1.32
C -4.35 -0.51 -1.13
C -4.88 0.80 -1.06
C -4.05 1.85 -0.84
C -2.67 1.61 -0.68
N -2.13 0.41 -0.77
C -2.96 -0.67 -0.99
C -0.33 -3.76 -3.01
C -1.28 -3.21 -3.85
C -1.29 -3.56 -5.20
C -0.35 -4.46 -5.69
C 0.59 -5.02 -4.84
C 0.60 -4.67 -3.50
H -2.80 -4.05 -1.24
H -5.20 -3.76 -1.47
H -6.24 -1.52 -1.42
H -5.95 0.94 -1.17
H -4.41 2.86 -0.75
H -2.00 2.42 -0.45
H -2.02 -2.52 -3.48
H -2.04 -3.14 -5.86
H -0.36 -4.73 -6.74
H 1.31 -5.72 -5.21
H 1.34 -5.09 -2.83
C 4.42 -3.26 -3.34
C 4.44 -1.74 -3.17
C 3.06 -1.19 -3.04
N 2.53 -0.85 -1.93
N 1.21 -0.49 -2.04
C 0.77 -0.52 -3.27
N -0.46 -0.11 -3.66
S 1.96 -1.07 -4.39
H 5.44 -3.65 -3.40
H 3.89 -3.55 -4.25
H 3.92 -3.73 -2.49
H 4.95 -1.26 -4.01
H 4.98 -1.45 -2.27
H -1.12 -0.03 -2.89
H -0.83 -0.51 -4.51
C -0.25 4.13 -3.82
N 0.44 3.89 -2.55
C 1.54 4.78 -2.16
C 0.28 2.75 -1.93
N 0.14 1.75 -1.38
H 0.45 4.04 -4.66
H -0.66 5.14 -3.81
H -1.05 3.42 -3.94
H 2.33 4.76 -2.91
H 1.95 4.46 -1.21
H 1.16 5.79 -2.06
```

Total charge: +1
Relative energy (zero: lowest compared OMol25 entry of this formula, charge and spin), kcal per mole: 30.7
LUMO energy (alpha / beta), eV: -2.9 / -4.1
M, g mol⁻¹: 863.08
Max |F|, eV Å⁻¹: 0.61
E_HOMO (alpha / beta), eV: -9.4 / -9.6
Orbital gap (alpha / beta), eV: 6.50 / 5.54
Electronic energy, eV: -125861.849
Spin multiplicity: 3